(1)
{
  "formula": "C25H29F4N3O3PdS2",
  "method": "wB97M-V/def2-TZVPD",
  "e_homo_ev": [-7.342, -7.248],
  "spin_multiplicity": 3,
  "homo_lumo_gap_ev": [7.6, 6.6],
  "total_energy_ev": -73025.48221,
  "elements": ["Pd", "C", "C", "N", "C", "C", "C", "C", "N", "C", "C", "F", "C", "F", "C", "C", "F", "C", "F", "H", "H", "H", "H", "H", "H", "H", "H", "H", "H", "H", "H", "H", "H", "H", "N", "S", "C", "C", "C", "C", "C", "C", "C", "C", "C", "C", "C", "C", "H", "H", "H", "H", "H", "H", "H", "H", "H", "H", "H", "C", "S", "O", "O", "O", "H", "H", "H"],
  "coordinates": [[0.079, -1.841, -0.676], [2.873, 0.705, 0.533], [3.058, -0.369, -0.527], [2.352, -1.656, -0.332], [3.045, -2.649, -1.210], [2.253, -3.854, -1.678], [2.337, -2.178, 1.047], [1.388, -1.482, 2.012], [0.142, -1.090, 1.354], [-0.985, -0.968, 2.105], [-2.273, -0.922, 1.529], [-2.398, -1.031, 0.194], [-3.432, -0.755, 2.248], [-4.593, -0.741, 1.577], [-3.432, -0.610, 3.618], [-2.191, -0.627, 4.214], [-2.097, -0.454, 5.539], [-1.023, -0.791, 3.506], [0.126, -0.698, 4.209], [3.337, 1.627, 0.173], [3.359, 0.435, 1.472], [1.820, 0.910, 0.735], [4.130, -0.585, -0.612], [2.724, 0.014, -1.491], [3.936, -2.989, -0.673], [3.393, -2.104, -2.088], [1.910, -4.485, -0.862], [2.896, -4.462, -2.319], [1.396, -3.566, -2.276], [3.345, -2.168, 1.483], [2.024, -3.215, 0.964], [1.867, -0.621, 2.463], [1.225, -2.203, 2.814], [-4.344, -0.488, 4.187], [0.067, 0.371, -1.222], [-0.338, 1.620, -2.084], [-1.811, 2.389, -1.413], [-2.376, 3.459, -2.096], [-3.508, 4.065, -1.572], [-4.066, 3.594, -0.386], [-3.495, 2.515, 0.276], [-2.357, 1.904, -0.242], [0.857, 2.931, -1.780], [0.857, 3.678, -0.609], [1.874, 4.596, -0.394], [2.881, 4.763, -1.341], [2.875, 4.008, -2.506], [1.858, 3.086, -2.728], [0.165, 0.596, -0.230], [-1.935, 3.818, -3.021], [-3.958, 4.904, -2.091], [-4.955, 4.068, 0.016], [-3.934, 2.137, 1.193], [-1.908, 1.056, 0.265], [0.073, 3.553, 0.131], [1.881, 5.185, 0.517], [3.669, 5.486, -1.172], [3.657, 4.137, -3.246], [1.845, 2.487, -3.633], [-2.879, -4.370, -0.167], [-1.224, -4.304, -0.780], [-0.879, -5.611, -1.263], [-1.231, -3.242, -1.833], [-0.364, -3.819, 0.343], [-3.548, -4.203, -1.012], [-3.007, -3.589, 0.579], [-3.034, -5.355, 0.269]],
  "forces_ev_per_a": [[0.50, 0.88, 0.56], [-0.06, -0.05, 0.02], [-0.11, 0.17, 0.10], [-0.34, -0.59, -0.17], [0.09, 0.10, -0.04], [0.14, -0.04, 0.17], [0.13, 0.05, 0.04], [-0.29, -0.03, -0.10], [-0.18, 0.11, -0.12], [0.32, 0.03, 0.04], [0.07, -0.09, 0.17], [0.01, -0.35, -0.53], [0.05, 0.00, 0.12], [-0.16, 0.01, -0.11], [-0.25, 0.03, 0.06], [0.03, 0.00, 0.05], [-0.01, 0.01, 0.17], [0.07, 0.01, 0.00], [0.10, 0.03, 0.10], [-0.02, -0.03, -0.02], [-0.01, 0.05, -0.08], [0.17, -0.02, 0.03], [0.04, -0.02, 0.04], [0.01, 0.01, -0.04], [0.13, 0.05, 0.00], [-0.02, 0.05, -0.03], [-0.07, -0.01, 0.03], [0.01, 0.03, 0.06], [-0.24, 0.05, -0.13], [0.11, 0.00, -0.08], [-0.01, -0.13, -0.02], [0.09, 0.12, 0.14], [-0.10, -0.05, 0.06], [0.09, -0.02, -0.05], [0.08, -0.11, 0.35], [-0.07, -0.16, -0.49], [0.17, 0.09, 0.06], [-0.05, 0.07, -0.02], [0.00, 0.00, -0.03], [0.02, -0.07, 0.04], [-0.04, 0.04, -0.06], [-0.03, 0.02, 0.21], [-0.07, -0.10, 0.10], [0.04, 0.06, 0.05], [0.01, 0.02, 0.02], [-0.06, -0.02, 0.03], [0.00, -0.01, -0.02], [0.03, -0.03, -0.04], [-0.04, 0.12, -0.09], [-0.03, -0.02, 0.08], [0.03, -0.07, 0.04], [0.08, -0.04, -0.03], [0.03, 0.04, -0.07], [-0.04, 0.29, -0.16], [0.01, -0.02, -0.07], [0.01, -0.05, -0.09], [-0.03, -0.04, 0.01], [-0.07, -0.01, 0.06], [-0.01, 0.05, 0.07], [-0.11, 0.03, 0.04], [0.18, -0.12, -0.19], [-0.02, -0.01, -0.04], [-0.11, -0.18, 0.20], [-0.20, -0.13, -0.49], [0.05, -0.09, 0.10], [-0.04, 0.01, -0.04], [-0.01, 0.08, 0.01]],
  "lowdin_spin": [1.4263, 0.0001, 0.0078, 0.1107, 0.0061, 0.0013, 0.0036, 0.0130, 0.1548, 0.0197, 0.0038, 0.0072, -0.0005, -0.0002, 0.0012, 0.0006, 0.0003, 0.0077, 0.0003, 0.0000, 0.0002, -0.0001, 0.0038, 0.0009, 0.0031, 0.0001, -0.0001, -0.0001, 0.0004, 0.0019, -0.0001, 0.0030, 0.0001, 0.0001, 0.0486, 0.0124, 0.0009, 0.0003, 0.0002, -0.0001, 0.0001, -0.0001, 0.0045, 0.0017, 0.0000, 0.0013, 0.0001, 0.0016, -0.0010, 0.0000, 0.0000, 0.0000, 0.0000, 0.0000, 0.0000, 0.0000, 0.0001, 0.0000, 0.0001, 0.0009, 0.0065, 0.0137, 0.0495, 0.0812, 0.0004, 0.0000, 0.0002]
}

***

(2)
{
  "formula": "C4H8O2",
  "method": "wB97M-V/def2-TZVPD",
  "smiles": "C=COOCC",
  "e_above_lowest_kcal_mol": 99.7,
  "e_homo_ev": -8.924,
  "homo_lumo_gap_ev": 10.0,
  "total_energy_ev": -8368.95995,
  "elements": ["C", "C", "O", "O", "C", "C", "H", "H", "H", "H", "H", "H", "H", "H"],
  "coordinates": [[-2.354, -1.185, -0.475], [-1.297, -1.527, 0.252], [-0.335, -0.669, 0.715], [-0.432, 0.518, -0.085], [0.689, 1.340, 0.183], [2.043, 0.676, -0.007], [-3.028, -1.943, -0.855], [-2.545, -0.145, -0.713], [-1.054, -2.546, 0.551], [0.603, 1.795, 1.178], [0.544, 2.123, -0.569], [2.077, 0.125, -0.953], [2.269, -0.012, 0.812], [2.819, 1.451, -0.032]],
  "forces_ev_per_a": [[0.10, -0.01, 0.03], [-0.15, -0.07, -0.09], [0.02, -0.11, -0.11], [-0.03, 0.12, -0.08], [0.17, 0.19, 0.04], [0.00, -0.06, 0.00], [0.10, 0.05, 0.21], [0.01, -0.22, -0.09], [-0.05, 0.25, 0.00], [0.00, -0.13, -0.10], [0.03, -0.02, 0.17], [-0.03, 0.08, 0.14], [-0.03, 0.08, -0.16], [-0.14, -0.15, 0.04]],
  "lowdin_charge": [0.0222, -0.2104, -0.0672, -0.1300, -0.2476, -0.0778, 0.0545, 0.0573, 0.1179, 0.1203, 0.1277, 0.0829, 0.0722, 0.0778]
}

***

(3)
{
  "formula": "C23H24ClN8O7PdTe",
  "method": "wB97M-V/def2-TZVPD",
  "e_above_lowest_kcal_mol": 22.4,
  "e_homo_ev": [-10.622, -10.627],
  "homo_lumo_gap_ev": [6.4, 6.7],
  "total_charge": 1,
  "total_energy_ev": -73779.68613,
  "elements": ["Pd", "N", "N", "C", "N", "N", "N", "O", "O", "H", "H", "H", "H", "H", "O", "C", "N", "C", "C", "C", "C", "Cl", "C", "C", "C", "O", "C", "C", "O", "O", "H", "H", "H", "H", "H", "H", "H", "H", "Te", "C", "C", "C", "C", "C", "C", "H", "H", "H", "H", "H", "N", "C", "O", "C", "C", "C", "C", "N", "C", "H", "H", "H", "H", "H", "H"],
  "coordinates": [[-0.901, 0.206, 0.152], [-3.876, 0.542, -0.932], [-4.337, 1.752, -0.416], [-3.496, 2.595, 0.209], [-4.008, 3.675, 0.786], [-2.207, 2.249, 0.146], [-1.284, 2.956, 0.823], [-1.475, 4.038, 1.342], [-0.181, 2.383, 0.853], [-3.829, 0.578, -1.943], [-4.476, -0.216, -0.632], [-5.311, 2.002, -0.500], [-5.003, 3.814, 0.836], [-3.375, 4.334, 1.215], [-4.587, -1.516, 2.081], [-3.693, -0.778, 2.086], [-2.805, 0.061, 2.100], [-0.306, -4.484, -2.707], [0.965, -3.683, -2.798], [2.138, -4.194, -2.246], [3.344, -3.531, -2.379], [4.767, -4.188, -1.622], [3.428, -2.336, -3.070], [2.268, -1.808, -3.610], [1.051, -2.467, -3.479], [0.010, -1.897, -4.170], [-1.239, -1.670, -3.542], [-1.099, -0.866, -2.250], [-1.409, -1.464, -1.157], [-0.723, 0.313, -2.286], [-0.097, -5.469, -2.293], [-0.751, -4.622, -3.694], [-1.044, -3.998, -2.063], [2.108, -5.141, -1.721], [4.375, -1.822, -3.174], [2.286, -0.880, -4.166], [-1.789, -2.590, -3.354], [-1.790, -1.061, -4.256], [-1.109, -0.465, 3.131], [-0.788, 1.376, 4.059], [-1.667, 1.852, 5.032], [-1.354, 3.008, 5.726], [-0.152, 3.663, 5.480], [0.733, 3.172, 4.532], [0.414, 2.031, 3.809], [-2.588, 1.324, 5.244], [-2.037, 3.388, 6.473], [0.096, 4.557, 6.037], [1.669, 3.682, 4.346], [1.092, 1.663, 3.052], [3.968, 2.392, -0.972], [4.234, 1.065, -1.008], [5.259, 0.597, -1.455], [3.173, 0.144, -0.462], [3.561, -1.123, -0.047], [2.602, -2.027, 0.374], [1.277, -1.646, 0.365], [0.920, -0.412, -0.010], [1.832, 0.469, -0.436], [4.660, 3.019, -1.348], [3.163, 2.779, -0.515], [4.608, -1.392, -0.096], [2.871, -3.029, 0.672], [0.475, -2.316, 0.638], [1.442, 1.413, -0.790]],
  "forces_ev_per_a": [[-0.37, 0.56, -0.28], [-0.03, 0.01, -0.03], [-0.02, -0.06, 0.09], [-0.08, -0.03, -0.11], [0.08, 0.02, 0.03], [0.03, -0.20, 0.23], [-0.08, 0.06, -0.04], [0.02, -0.05, -0.08], [-0.02, -0.08, 0.07], [0.01, 0.01, -0.01], [-0.01, -0.01, -0.01], [0.01, 0.02, -0.03], [0.00, 0.00, 0.00], [-0.02, 0.01, -0.01], [-0.10, -0.06, -0.30], [-0.02, 0.34, 0.35], [-0.41, -0.33, 0.01], [0.00, 0.00, 0.05], [0.02, -0.07, 0.00], [-0.02, -0.01, 0.04], [-0.01, 0.01, 0.02], [0.00, -0.01, 0.00], [-0.02, 0.03, 0.00], [0.02, 0.02, 0.02], [0.07, 0.04, 0.03], [-0.12, 0.01, -0.12], [-0.01, 0.02, 0.03], [-0.11, 0.03, -0.11], [0.07, 0.28, 0.24], [0.06, -0.11, -0.23], [0.00, -0.01, -0.01], [-0.01, 0.02, 0.01], [0.05, -0.05, 0.00], [0.00, 0.00, -0.01], [0.00, 0.00, 0.02], [0.00, 0.00, 0.00], [0.05, 0.03, -0.01], [-0.06, 0.01, 0.01], [0.30, 0.05, 0.10], [0.07, -0.07, 0.09], [-0.06, -0.04, -0.08], [0.02, 0.04, -0.02], [-0.02, 0.00, 0.02], [0.00, 0.01, -0.03], [-0.03, 0.05, 0.04], [0.01, -0.01, 0.02], [0.00, 0.00, 0.00], [0.00, -0.01, 0.00], [-0.01, 0.00, 0.00], [0.02, -0.01, -0.01], [-0.03, -0.01, -0.05], [0.01, -0.02, 0.00], [0.00, 0.02, 0.00], [-0.01, 0.04, 0.00], [0.02, -0.03, -0.02], [0.01, -0.03, -0.03], [0.09, 0.06, -0.08], [0.62, -0.40, 0.14], [0.01, -0.11, -0.01], [0.01, 0.00, 0.01], [0.02, 0.00, 0.03], [-0.01, 0.00, 0.00], [0.01, -0.01, 0.00], [-0.01, 0.00, 0.01], [0.01, 0.02, 0.01]],
  "lowdin_charge": [0.9383, 0.0602, 0.0006, -0.3849, 0.2238, 0.0907, -0.4030, 0.0864, -0.0493, 0.1079, 0.0979, 0.1595, 0.1304, 0.1014, 0.1768, -0.5317, -0.2726, -0.0242, -0.1830, -0.0747, -0.6795, 0.6877, -0.1017, 0.0199, -0.2326, -0.0205, -0.0963, -0.6373, -0.1030, -0.0075, 0.0835, 0.0973, 0.0714, 0.1152, 0.1140, 0.1322, 0.1062, 0.1399, 1.4441, -0.5713, -0.1363, -0.0690, -0.0595, -0.0640, -0.1669, 0.0996, 0.1118, 0.1128, 0.1134, 0.0838, 0.1904, -0.4931, 0.0851, -0.0907, 0.0225, -0.0171, -0.1046, -0.0884, -0.0430, 0.1235, 0.0983, 0.1301, 0.1198, 0.1119, 0.1173]
}